[1]
C37H43NP2PtSb2 | the ωB97M-V functional and the def2-TZVPD basis

The value obtained for the HOMO-LUMO gap is 7.48 eV. As for the lowest unoccupied orbital energy: -5.89 eV. For the HOMO energy, the calculation gives -0.4912 Ha. The net charge is +2.

The geometry in XYZ format:
```
86
Properties=species:S:1:pos:R:3:forces:R:3:mulliken_charge:R:1
H 1.5377 2.1799 -3.0617 0.001 -0.012 0.011 0.341
H 0.2950 -2.7091 -4.2819 0.031 0.041 0.009 0.788
H 3.5332 -2.6984 -2.9624 0.038 -0.019 0.023 0.405
H -1.4501 1.6167 -2.6165 0.008 0.002 0.009 0.312
C 1.8615 4.4706 -0.5849 -0.050 0.025 -0.003 -0.408
C 0.4378 -4.1187 -2.6798 -0.044 0.016 0.029 0.601
C 1.3960 -4.8910 -3.3337 -0.031 -0.039 -0.023 -0.493
H 2.1088 2.0101 2.6863 0.001 0.020 -0.008 0.254
H -4.4823 4.5667 -1.9970 -0.006 -0.010 0.005 0.445
H 1.4428 0.7380 7.1302 0.003 -0.001 -0.001 0.425
C 1.0596 -6.6988 -1.7983 0.005 -0.012 0.026 -0.737
H 3.9728 -1.5637 -1.6625 -0.016 0.013 0.011 0.475
H -1.8728 -4.5243 -0.1948 0.022 -0.004 0.013 0.752
C -2.8237 0.6914 0.6320 0.008 -0.081 0.066 -0.385
C 3.0076 5.1826 -2.5760 -0.009 0.000 0.003 -0.566
H -0.4289 -6.3720 -0.2989 0.003 0.003 0.004 0.462
C -0.2181 -4.6551 -1.5636 0.012 0.069 -0.008 0.673
C 1.9963 2.1314 1.6142 0.026 0.168 0.105 -1.193
C 2.6195 4.0203 -3.2252 -0.006 0.003 0.005 -0.608
C -4.8725 0.6547 1.8839 -0.014 -0.002 -0.004 -0.779
H 1.2853 -7.7004 -1.4585 -0.005 -0.003 -0.008 0.441
H 2.8930 3.8579 -4.2592 0.010 -0.007 0.004 0.477
C 1.7882 -0.1618 -4.1498 0.079 -0.020 -0.012 -1.493
C 0.2424 0.7087 3.4760 0.086 -0.541 -0.204 0.029
H -1.2582 4.2208 0.7954 -0.005 -0.023 0.007 0.387
H -3.5277 2.7311 -3.3469 0.009 0.001 -0.005 0.468
H 2.4548 -6.7496 -3.4295 -0.004 -0.005 0.001 0.435
H -3.3569 5.3064 0.0687 0.011 0.004 0.003 0.471
H 3.0516 -3.0409 -1.2889 0.009 -0.015 -0.008 0.188
C 1.8684 3.0716 -2.5479 0.025 -0.036 0.002 -0.264
C -3.0341 3.0484 -2.4382 -0.026 0.005 0.029 -0.751
H 2.2195 -0.8850 -4.8416 -0.029 0.021 -0.037 0.548
H -2.2401 1.0322 3.9568 -0.003 -0.013 0.000 0.383
C 0.4836 1.8509 5.5691 -0.027 0.022 -0.001 -0.703
H -1.8900 -3.2654 -1.4215 -0.011 0.014 0.021 0.582
H 2.0223 -3.9734 0.5543 0.001 -0.019 0.001 0.260
H -1.6550 -3.5237 2.6716 -0.057 0.007 0.017 0.604
H -5.9503 0.5657 1.9141 0.000 -0.001 -0.006 0.463
Pt 0.3872 -0.2247 -0.2341 -0.224 -0.079 0.364 2.183
H 2.9056 6.3277 -0.7631 -0.003 0.002 -0.003 0.436
C -4.1569 0.8128 3.0598 0.042 0.035 -0.010 -0.857
C 3.2128 -2.2542 -2.0217 0.045 0.013 -0.054 -1.123
H -4.6694 0.8436 4.0116 -0.004 -0.006 -0.003 0.487
C -1.2383 -3.8675 -0.7907 -0.038 -0.045 -0.068 -1.618
C -1.6452 -2.5315 2.2220 -0.014 -0.053 0.009 -1.231
H -2.3163 0.6019 -0.3163 0.017 -0.060 -0.025 0.371
C -4.2014 0.5874 0.6685 -0.034 0.004 -0.008 -0.962
H 1.7240 -3.4107 2.2135 0.014 0.005 -0.017 0.481
Sb 1.4014 -1.2308 -2.3654 -0.085 -0.105 -0.407 0.185
H -0.4241 2.7313 3.8366 0.023 0.019 -0.020 0.486
C 1.2674 -3.8457 1.3261 0.044 0.025 0.079 -1.242
C -3.5705 4.0803 -1.6772 0.000 0.001 -0.004 -0.596
H 1.0277 -1.2935 3.3923 0.034 0.030 -0.004 0.479
N 0.5503 2.2845 1.2729 -0.398 0.108 0.108 0.463
H 0.8447 -4.8177 1.5738 -0.023 0.010 0.000 0.434
H 2.5320 3.0278 1.3218 0.006 -0.022 -0.044 0.478
C -1.2349 2.8423 -0.8555 0.052 0.115 -0.154 0.377
H -4.7535 0.4413 -0.2506 0.004 0.005 0.000 0.511
C -1.7598 3.8895 -0.1057 -0.018 -0.013 0.050 -0.431
C 1.2999 -0.4046 5.3252 -0.020 -0.002 -0.005 -0.600
C 0.1007 -5.9447 -1.1430 -0.004 -0.002 -0.011 -0.571
P -0.2879 0.7875 1.7586 0.090 1.007 -0.436 0.024
C 1.5068 3.2815 -1.2228 0.082 0.014 -0.009 0.790
H 0.8507 0.2123 -4.5580 0.014 0.032 -0.002 0.466
C 0.0505 1.8524 4.2543 0.049 -0.064 0.121 -0.209
C 1.1058 0.7266 6.1024 0.006 -0.006 0.009 -0.653
C -2.7745 0.9273 3.0242 -0.013 0.208 -0.002 -0.641
C -2.0906 0.9040 1.8047 -0.052 -0.242 0.225 1.300
H 2.4903 0.6537 -4.0082 0.039 -0.030 0.019 0.415
C 1.7137 -6.1672 -2.8994 0.013 0.013 -0.012 -0.790
C 0.1369 -2.7422 -3.2036 0.009 -0.118 -0.042 -1.477
H -0.8867 -2.4234 -3.0145 -0.021 -0.038 -0.029 0.454
C 0.8678 -0.4136 4.0058 -0.016 0.012 0.007 -0.537
H 1.8813 -4.4951 -4.2192 0.005 0.012 0.010 0.492
C -1.8662 2.4284 -2.0271 0.024 0.005 -0.021 0.160
C 2.6212 5.4106 -1.2608 0.005 -0.008 -0.008 -0.862
C -2.9362 4.4990 -0.5154 -0.011 -0.017 -0.005 -0.788
H 0.3369 2.7292 6.1831 0.004 0.005 -0.005 0.466
H -2.6360 -2.2860 1.8426 0.001 0.013 0.001 0.418
H 3.5998 5.9209 -3.0995 -0.002 0.004 0.002 0.406
Sb -0.2694 -2.5836 0.6153 0.121 -0.068 0.049 0.436
H 1.7900 -1.2741 5.7412 0.000 -0.002 0.005 0.468
P 0.3632 2.1340 -0.4469 0.177 -0.243 0.267 -0.891
H -1.3574 -1.7965 2.9712 0.010 -0.034 -0.016 0.313
H 2.4582 1.2702 1.1116 -0.003 -0.012 0.025 0.352
H 1.5317 4.6745 0.4264 0.003 0.000 -0.001 0.456
```
Forces are in eV/Å.



[2]
C37H43O3SiTl | the ωB97M-V functional and the def2-TZVPD basis

The value obtained for the HOMO-LUMO gap (alpha / beta) is 5.47 / 5.40 eV. As for the lowest unoccupied orbital energy (alpha / beta): -2.06 / -2.09 eV. For the HOMO energy (alpha / beta), the calculation gives -0.2767 / -0.2754 Ha.

The geometry in XYZ format:
```
85
Properties=species:S:1:pos:R:3:forces:R:3:mulliken_charge:R:1
C 1.8550 -0.6676 5.4594 -0.002 -0.265 0.167 -0.626
H 1.3814 -1.4493 -10.7253 0.072 0.073 0.215 0.382
H -0.5183 2.1463 -8.1923 0.403 0.002 0.163 0.259
C 0.8057 -0.2524 4.6387 -0.218 -0.133 0.120 0.210
H 0.4524 -3.4578 6.8259 0.046 0.449 -0.326 0.343
C 0.3599 1.6164 -8.5858 0.000 0.320 0.127 -0.436
C -0.3612 2.5040 4.2831 -0.067 -0.340 0.377 -0.122
C 1.7403 -1.8159 6.2400 -0.111 -0.205 0.091 -0.669
H 1.1580 -1.7246 2.6248 0.183 0.083 -0.573 0.584
H -1.6240 5.5991 3.6651 -0.132 -0.375 0.228 0.383
C -0.8831 -1.2169 -9.2301 0.081 -0.200 0.062 -1.687
H -2.1995 -1.2203 2.0351 -0.112 0.094 -0.086 0.427
H -0.1577 0.1799 -5.4534 0.110 -0.132 -0.027 0.241
C -1.2311 2.0751 5.2791 -0.185 0.485 0.193 -0.125
C 0.3405 -0.3252 -9.2302 -0.162 -0.080 -0.929 1.578
C -0.5291 3.7438 3.6638 -0.393 0.294 0.345 0.116
H 5.9812 1.2892 3.8130 -0.280 0.388 0.121 0.387
H 2.4524 -0.4096 -9.7592 -0.180 -0.085 0.107 0.377
H -1.0868 1.0871 5.7172 -0.151 0.380 0.043 0.362
C 0.1182 1.0238 -9.9814 0.178 -0.334 1.040 -0.868
C 5.1235 2.9775 4.9034 0.329 0.130 0.199 -0.550
H -2.9185 2.5687 6.5134 0.174 0.311 -0.355 0.393
C 3.9618 3.6716 5.2598 0.256 0.224 -0.067 -0.650
H 1.7797 -1.9104 -9.0550 0.103 0.093 -0.089 0.371
C -1.5316 4.6039 4.1129 0.045 -0.210 0.039 -0.751
C -0.3803 -0.9958 4.6102 0.203 -0.410 0.429 0.437
C 5.0707 1.8307 4.0963 -0.154 0.067 -0.144 -0.736
H 2.7666 -0.0707 5.4963 -0.224 -0.262 0.072 0.363
H 1.5715 1.6137 -4.5267 0.081 0.073 -0.110 0.243
C 0.5546 -2.5567 6.2046 0.119 -0.160 0.119 -0.656
H -0.8757 -0.8528 -2.9587 0.096 0.188 0.045 0.269
H 0.5948 -2.7567 -1.5940 0.155 0.192 0.250 0.484
H 1.4148 2.4338 -2.2902 0.193 -0.106 0.050 0.402
C -2.2432 -0.4615 1.2643 0.215 1.708 0.486 -0.378
O 1.0475 1.5105 2.1910 -0.106 -0.288 -1.284 -0.389
C -0.5049 -2.1485 5.3879 -0.208 0.042 -0.161 -0.856
H 6.0986 3.3383 5.2591 -0.469 -0.171 -0.163 0.339
Tl 0.5333 0.8459 0.2203 -0.314 -0.324 1.229 1.356
H -3.1688 4.8642 5.5060 0.372 -0.374 -0.186 0.346
H 0.7850 -0.9851 -3.5222 0.158 0.163 0.095 0.363
H -1.8983 2.6031 -0.0240 -0.393 0.003 0.044 0.670
C 2.7270 3.1954 4.8323 0.727 -0.166 0.414 -0.422
Si 0.9915 1.3696 3.7690 0.509 0.332 -0.922 0.297
C 0.9996 -2.3036 -0.6910 1.377 0.695 0.034 -0.282
H -0.7150 -2.0621 -8.5539 -0.153 0.067 -0.063 0.375
C 2.6806 1.9958 4.1363 -0.565 0.317 0.125 0.042
H 0.8917 1.2784 -10.7088 -0.292 -0.098 -0.028 0.305
C -2.0069 0.9230 1.4581 -0.135 -2.092 0.669 -0.487
H -1.8829 1.4398 2.4099 0.181 -0.206 -0.390 0.688
H -1.3822 0.9229 -4.4210 0.102 -0.017 -0.076 0.207
C 2.1200 -1.4327 -0.6114 -1.853 -1.111 -1.008 -0.717
C 2.2908 -1.0552 0.7742 -1.064 -0.127 0.907 -0.646
H -1.0461 -1.6073 -10.2440 -0.009 0.060 0.234 0.400
H -2.6741 0.7327 -1.8429 0.267 -0.061 0.306 0.458
H -0.3382 2.5415 -2.3690 -0.196 0.018 0.055 0.315
H -1.2217 -0.6526 4.0107 0.135 -0.109 0.030 0.565
H -1.7794 -0.6707 -8.9162 0.184 -0.082 0.002 0.367
H 2.5769 -2.1198 6.8815 -0.430 0.060 -0.258 0.378
H 3.9966 4.5724 5.8827 0.224 -0.309 -0.300 0.377
C 1.5729 -1.0615 -9.7152 -0.006 -0.241 0.096 -1.631
C 0.5033 -2.4976 0.6335 1.319 0.688 0.547 -0.752
H 0.1321 4.0389 2.8487 -0.089 -0.065 0.207 0.467
C -2.2499 2.9143 5.7156 -0.262 0.113 0.116 -0.702
C -2.3864 4.1815 5.1437 -0.193 0.291 0.052 -0.481
O 0.4086 0.6006 -2.2139 0.153 0.581 -1.587 -0.181
H 3.7549 0.4780 3.0284 0.021 0.137 0.287 0.346
O 0.5412 0.3207 -7.9356 -0.169 0.599 -1.031 -0.387
C -2.5034 -0.6859 -0.1203 -0.496 1.121 -0.831 -0.580
C 0.5522 1.8518 -4.2196 0.420 -0.368 -0.136 -0.674
H 0.2439 2.7539 -4.7482 -0.094 -0.046 0.121 0.386
H 2.7257 -1.0832 -1.4380 -0.044 -0.074 0.107 0.465
H -0.3581 -3.0762 0.9187 -0.074 -0.152 -0.036 0.509
H -1.4464 -2.7142 5.3545 0.500 0.187 0.110 0.396
H -2.7640 -1.6508 -0.5648 0.168 0.438 0.131 0.418
C 1.3069 -1.7613 1.5435 -0.422 -0.208 -0.649 -0.281
C -0.0122 -0.2714 -3.2984 -0.044 -0.351 0.182 -0.564
H 1.2735 2.2246 -8.5389 -0.313 -0.040 0.305 0.291
C 0.5256 1.9708 -2.7111 -0.408 -0.419 -0.013 -0.666
C -2.4400 0.5544 -0.7939 -0.050 -1.255 0.213 -0.496
H 3.0619 -0.4091 1.1620 0.125 -0.107 0.018 0.416
H 1.7930 3.7122 5.0648 0.401 -0.111 0.177 0.316
C -2.0599 1.5491 0.1651 0.632 -0.041 -0.788 -0.996
C -0.3270 0.6262 -4.4784 -0.558 0.566 0.188 -0.387
C 3.8291 1.3580 3.6693 0.510 0.331 0.675 0.059
H -0.8974 1.1762 -10.3522 0.258 -0.052 -0.147 0.304
```
Forces are in eV/Å.